{
  "formula": "C4H4O",
  "method": "ωB97M-V with the def2-TZVPD basis set",
  "elements": ["O", "C", "C", "C", "C", "H", "H", "H", "H"],
  "positions_angstrom": [[1.520233, -0.217919, 1.070911], [0.796082, 0.728639, 0.913719], [-0.530484, 0.625915, 0.165636], [-0.521525, -0.596371, -0.629259], [-0.284189, -1.609269, -1.230679], [1.062175, 1.716200, 1.344296], [-0.715819, 1.522932, -0.434116], [-1.326435, 0.609919, 0.918925], [-0.016281, -2.492650, -1.758524]],
  "atomic_forces_ev_per_a": [[-0.08, 0.51, 0.05], [0.24, -0.34, 0.20], [0.00, -0.04, 0.01], [0.14, -0.43, -0.38], [-0.14, 0.50, 0.22], [-0.18, -0.06, -0.10], [0.14, -0.10, -0.01], [0.03, -0.02, 0.02], [-0.16, -0.02, -0.01]],
  "homo_energy_ha": -0.3694,
  "e_above_lowest_kj_mol": 157.89,
  "energy_ha": -229.96781,
  "total_charge": 0
}